{"formula": "C48H60F12NO27", "method": "ωB97M-V/def2-TZVPD", "charge": 1, "homo_ev": -11.821, "e_lumo_ev": -2.1365, "e_tot_ev": -140122.628, "orbital_gap_ev": 9.68, "symbols": ["C", "C", "O", "O", "C", "C", "C", "C", "C", "C", "C", "C", "C", "C", "C", "C", "F", "N", "C", "C", "C", "C", "C", "C", "C", "C", "C", "O", "C", "F", "F", "F", "H", "H", "H", "H", "H", "H", "H", "H", "H", "H", "H", "H", "H", "H", "H", "H", "H", "H", "H", "H", "H", "H", "H", "H", "H", "H", "H", "H", "H", "H", "H", "H", "H", "H", "H", "H", "C", "C", "O", "C", "O", "O", "F", "H", "H", "H", "C", "C", "O", "C", "O", "O", "F", "H", "H", "H", "C", "C", "O", "C", "O", "O", "F", "H", "H", "H", "C", "C", "O", "C", "O", "O", "F", "H", "H", "H", "C", "C", "O", "C", "O", "O", "F", "H", "H", "H", "C", "C", "O", "C", "O", "O", "F", "H", "H", "H", "C", "C", "O", "C", "O", "O", "F", "H", "H", "H", "C", "C", "O", "C", "O", "O", "F", "H", "H", "H"], "coordinates": [[-2.6466, -5.6906, 7.1228], [-1.4979, -4.8726, 7.7816], [-1.6477, -4.1206, 8.7004], [-0.1926, -4.9931, 7.2421], [0.0089, -3.7638, 6.4883], [0.8495, -4.0897, 5.1917], [0.2896, -3.1329, 4.0535], [1.3362, -2.8875, 2.8905], [0.8547, -3.4362, 1.4672], [1.4228, -2.5201, 0.3086], [0.3549, -1.8614, -0.6489], [1.2150, -1.6384, -1.9910], [1.9003, -0.2604, -1.6023], [1.0292, 0.3764, -0.4204], [0.8559, 1.9424, -0.4407], [0.8137, 2.5822, -1.8816], [2.0825, 3.1916, -2.1231], [-0.2190, -0.5046, -0.2990], [-0.6114, -0.3665, 1.1367], [-1.7601, -1.2849, 1.6423], [-2.5089, -2.2650, 0.8955], [-3.6024, -3.0489, 1.4701], [-3.9805, -2.8608, 2.8566], [-3.2411, -1.8654, 3.6291], [-2.1525, -1.1007, 3.0458], [-1.1994, -0.1581, -1.3796], [-2.3192, 0.8882, -1.0038], [-3.4697, 0.3539, -0.3833], [-2.8289, 1.5148, -2.4014], [-2.8572, 0.5962, -3.4171], [-4.1491, 1.8565, -2.1889], [-2.2105, 2.6837, -2.7390], [-2.3154, -6.2031, 6.1858], [-3.4847, -4.9996, 6.8364], [-3.0106, -6.4155, 7.8951], [0.4614, -2.9497, 7.1096], [-0.9933, -3.3711, 6.1428], [1.9323, -3.8302, 5.3396], [0.6982, -5.1345, 4.8288], [-0.6902, -3.4974, 3.6579], [0.0852, -2.1212, 4.5124], [1.6670, -1.8176, 2.8564], [2.2551, -3.4781, 3.1697], [-0.2414, -3.6316, 1.4253], [1.3516, -4.4408, 1.3759], [2.0413, -3.2001, -0.3506], [2.1527, -1.8133, 0.7736], [-0.3497, -2.6597, -0.9774], [0.6237, -1.3853, -2.9221], [1.8396, -2.4871, -2.3427], [2.2873, 0.4227, -2.3890], [2.8383, -0.6133, -1.0811], [1.7479, 0.2543, 0.4315], [0.0301, 2.3169, 0.2251], [1.7912, 2.3576, 0.0296], [0.6572, 1.8492, -2.7052], [0.0831, 3.4227, -1.8538], [-0.9334, 0.6922, 1.3420], [0.2612, -0.5348, 1.8240], [-2.2917, -2.4318, -0.1784], [-4.1467, -3.7719, 0.8221], [-4.8125, -3.4720, 3.2626], [-3.5638, -1.7303, 4.6902], [-1.6347, -0.3694, 3.7140], [-0.7019, 0.2366, -2.3055], [-1.7304, -1.0876, -1.7229], [-1.9886, 1.7609, -0.3969], [-3.7335, -0.4263, -0.9101], [6.0316, -5.6114, -1.1045], [5.6679, -4.6014, -2.1522], [4.2504, -4.6593, -2.1663], [3.8823, -5.0237, -0.9081], [2.7741, -4.9138, -0.4769], [4.9275, -5.5188, -0.2029], [6.1300, -4.9674, -3.3678], [6.0911, -6.6264, -1.5026], [6.9692, -5.3754, -0.6039], [5.9911, -3.5818, -1.9282], [0.1840, 7.0925, -2.3551], [1.4171, 7.8134, -1.8966], [1.4463, 7.5302, -0.5058], [0.8411, 6.3219, -0.3621], [0.9186, 5.6415, 0.6189], [0.1411, 5.9743, -1.4721], [1.2956, 9.1473, -2.0680], [-0.7227, 7.6882, -2.2297], [0.2495, 6.7687, -3.3928], [2.3434, 7.4661, -2.3606], [2.8179, 0.4359, -6.9700], [1.8488, 0.4002, -5.8257], [2.6940, 0.4623, -4.6912], [3.8046, 1.1587, -5.0945], [4.5977, 1.6316, -4.3505], [3.8746, 1.2414, -6.4472], [1.1666, -0.7725, -5.7943], [3.2057, -0.5516, -7.2226], [2.3898, 0.8839, -7.8657], [1.1437, 1.2358, -5.8050], [1.5628, -2.0062, -11.1782], [2.7977, -1.2877, -10.7185], [2.8407, -1.5828, -9.3335], [2.2349, -2.8022, -9.1962], [2.3217, -3.4829, -8.2283], [1.5290, -3.1358, -10.3083], [2.6708, 0.0527, -10.8724], [0.6563, -1.4128, -11.0384], [1.6229, -2.3150, -12.2207], [3.7206, -1.6270, -11.1942], [4.1428, 5.9104, 0.6882], [4.9748, 6.0166, 1.9319], [6.2637, 6.3081, 1.4286], [6.0632, 6.9805, 0.2558], [6.8959, 7.6092, -0.3057], [4.7796, 6.8410, -0.1835], [5.0233, 4.8316, 2.5918], [4.1789, 4.9128, 0.2419], [3.1011, 6.1798, 0.8555], [4.6613, 6.8068, 2.6183], [-8.5748, 0.1072, 3.0218], [-7.1427, 0.0457, 3.4668], [-6.7231, -1.2273, 3.0122], [-7.4772, -1.4920, 1.9047], [-7.2215, -2.3381, 1.1108], [-8.5500, -0.6623, 1.8214], [-7.0469, 0.0773, 4.8179], [-9.2563, -0.3572, 3.7379], [-8.9092, 1.1254, 2.8285], [-6.5023, 0.8187, 3.0346], [-1.8261, -1.5936, 10.9884], [-3.1418, -1.1378, 11.5486], [-2.9735, -1.3164, 12.9404], [-1.6361, -1.1612, 13.1777], [-1.1644, -0.9796, 14.2502], [-0.9150, -1.2341, 12.0247], [-4.1565, -1.9330, 11.1276], [-1.7881, -2.6731, 10.8297], [-1.5740, -1.0934, 10.0541], [-3.3838, -0.0925, 11.3397], [-2.0498, 4.5551, -5.7391], [-2.3840, 6.0029, -5.9663], [-1.3668, 6.4294, -6.8496], [-1.0082, 5.3227, -7.5684], [-0.3814, 5.3513, -8.5722], [-1.4712, 4.1790, -6.9842], [-2.2871, 6.7145, -4.8148], [-1.3168, 4.4128, -4.9405], [-2.9306, 3.9532, -5.5180], [-3.3620, 6.1728, -6.4223]], "mulliken_charge": [-0.89, 0.71, -0.50, -0.38, -0.33, -0.64, -0.58, -0.73, -0.89, -0.71, 0.55, -0.96, -0.64, -0.60, -1.23, 0.30, -0.44, 1.29, -2.13, 1.49, 0.05, -0.79, -0.71, -0.88, -0.85, -0.45, -0.62, -0.55, 0.50, -0.27, -0.27, -0.14, 0.29, 0.25, 0.34, 0.19, 0.20, 0.38, 0.21, 0.27, 0.23, 0.34, 0.62, 0.37, 0.61, -0.15, 0.26, 0.58, 0.11, 0.52, 0.40, 0.27, 0.77, 0.30, 0.60, 0.05, 0.12, 1.00, 0.68, 0.32, 0.41, 0.43, 0.54, 0.38, 0.04, 0.70, 0.22, 0.53, -0.46, 0.29, -0.25, 0.59, -0.56, -0.30, -0.28, 0.30, 0.28, 0.30, -0.45, 0.37, -0.33, 0.71, -0.56, -0.20, -0.30, 0.26, 0.21, 0.33, -0.45, 0.34, -0.10, 0.47, -0.50, -0.33, -0.31, 0.26, 0.26, 0.32, -0.44, 0.31, -0.22, 0.64, -0.50, -0.32, -0.29, 0.28, 0.29, 0.26, -0.13, 0.34, -0.31, 0.57, -0.51, -0.25, -0.29, 0.18, 0.06, 0.30, -0.47, 0.35, -0.20, 0.60, -0.50, -0.32, -0.29, 0.29, 0.28, 0.26, -0.22, 0.30, -0.31, 0.62, -0.49, -0.33, -0.28, 0.19, 0.24, 0.28, 0.07, 0.27, -0.29, 0.60, -0.48, -0.34, -0.21, -0.08, 0.25, 0.23]}